Entry 1:
Below is a cluster of 5 separate species, C30H71N5O5 in total, with properties calculated with ωB97M-V with the def2-TZVPD basis set.

CARTESIAN COORDINATES (ANGSTROEM)
C  -2.2469  14.2826  8.0912
C  -2.0302  13.2126  6.9944
C  -1.4514  11.8838  7.5521
C  -3.4954  13.0520  6.4693
C  -3.6331  12.2743  5.1968
C  -2.7840  13.0240  4.1674
C  -1.2017  13.0577  4.5334
C  -0.6129  11.7321  4.4356
C  -0.5691  13.9810  3.4148
N  -1.2132  13.7168  5.8910
O  0.0284  14.1222  6.3887
H  -2.8235  13.9308  8.9467
H  -1.2962  14.5977  8.5212
H  -2.6063  15.2620  7.7753
H  -2.0581  11.0386  7.2271
H  -0.3764  11.7119  7.6066
H  -1.5837  11.7501  8.6257
H  -3.9069  12.4609  7.2874
H  -3.8912  14.0650  6.3967
H  -3.1777  11.2856  5.2523
H  -4.6043  12.3750  4.7122
H  -3.1153  14.0483  3.9970
H  -2.9280  12.3534  3.3203
H  -0.9016  11.0500  5.2353
H  0.4553  11.9121  4.5565
H  -0.8737  11.1825  3.5311
H  -1.1331  14.0738  2.4867
H  0.4570  13.7105  3.1657
H  -0.3633  14.9662  3.8332
H  -0.0116  15.0257  6.0667
C  -15.1965  17.5921  7.8188
C  -14.2478  16.8091  8.6531
C  -15.2265  16.0330  9.6347
C  -13.4186  15.6800  7.9148
C  -12.3477  15.0827  8.8134
C  -11.5008  16.2781  9.3178
C  -12.2608  17.2662  10.2346
C  -12.4758  16.6490  11.6948
C  -11.2167  18.4496  10.3659
N  -13.4360  17.7642  9.5574
O  -14.1666  18.7463  10.1990
H  -15.7661  18.4513  8.1730
H  -14.5459  18.0728  7.0882
H  -15.8835  16.8805  7.3608
H  -14.8306  15.6243  10.5644
H  -15.9793  16.7426  9.9781
H  -15.8084  15.2245  9.1921
H  -14.0073  14.8100  7.6239
H  -13.1489  16.0606  6.9296
H  -12.7280  14.5573  9.6895
H  -11.7443  14.3605  8.2634
H  -11.2269  16.9308  8.4889
H  -10.5359  15.9541  9.7076
H  -12.9862  17.4043  12.2923
H  -11.5609  16.5889  12.2842
H  -12.9948  15.7050  11.8611
H  -11.5266  19.3575  10.8833
H  -11.2688  18.9635  9.4060
H  -10.2071  18.1131  10.6016
H  -14.1037  19.4842  9.5881
C  -3.3683  5.5193  0.7258
O  -2.6308  4.6763  1.5928
C  -3.6185  3.8173  2.2740
C  -3.0433  2.8343  3.3582
C  -2.3389  3.4152  4.6401
N  -2.1154  1.9299  2.6564
H  -3.9150  4.9607  -0.0338
H  -2.6640  6.0335  0.0719
H  -4.1128  6.1410  1.2231
H  -4.3197  4.5240  2.7179
H  -4.2967  3.2620  1.6260
H  -3.9122  2.2613  3.6819
H  -1.6197  2.7265  5.0836
H  -3.0535  3.9062  5.3006
H  -1.6806  4.2263  4.3290
H  -2.5175  1.5133  1.8289
H  -1.2179  2.3680  2.5055
C  3.9759  8.6549  13.7338
O  3.3757  7.3268  13.4412
C  3.2481  6.3341  14.4446
C  4.6221  5.5796  14.5446
C  5.1666  5.2615  13.1659
N  4.5310  4.3180  15.2776
H  3.6364  9.0893  14.6741
H  3.7688  9.3027  12.8820
H  5.0571  8.5576  13.8323
H  3.0880  6.7064  15.4565
H  2.4425  5.6156  14.2931
H  5.4326  6.1657  14.9777
H  5.3735  6.1744  12.6075
H  4.4049  4.6755  12.6516
H  6.0716  4.6541  13.1785
H  3.9810  3.6456  14.7624
H  5.4525  3.9057  15.3098
C  -0.8574  21.2953  6.2645
O  -2.2034  21.4261  6.3363
C  -2.9686  20.7727  5.3186
C  -4.4497  21.2300  5.2771
C  -5.1870  20.4727  4.1445
N  -4.5746  22.6307  5.2991
H  -0.5005  21.6740  5.3067
H  -0.5840  20.2784  6.5460
H  -0.4317  21.9253  7.0454
H  -2.5542  20.9977  4.3359
H  -3.0406  19.6997  5.4962
H  -4.8141  20.8869  6.2454
H  -6.2300  20.7144  4.3487
H  -5.0683  19.3935  4.0474
H  -4.8955  20.9665  3.2175
H  -4.5409  23.0396  4.3762
H  -5.5610  22.8194  5.4060

Atoms 1-3, force components in eV/Å:
1.9 0.5 0.5
-0.5 0.0 -0.6
-0.8 -0.2 1.7

Output
Total charge: 0
ΔE to the lowest compared entry with this formula, charge and spin, eV: 3.725

***

Entry 2:
Below is a structure of composition C30H72AsCl4F6N4O13Pb, with properties calculated with ωB97M-V with the def2-TZVPD basis set.

CARTESIAN COORDINATES (ANGSTROEM)
Pb  -2.9114  1.1722  1.0876
As  0.6888  -0.0711  -1.0438
F  1.2815  1.5920  -0.7546
F  1.3418  -0.6163  0.5288
F  0.0670  -1.7508  -1.3275
F  -0.0976  0.4211  -2.6340
F  2.1521  -0.5654  -1.9538
F  -0.9030  0.2752  -0.2145
C  -7.5875  1.2133  -0.2571
C  -6.1540  0.7423  0.1102
C  -5.4232  0.2059  -1.1833
O  -4.0469  -0.1347  -0.8116
C  -3.3961  -0.9318  -1.8372
N  -5.4546  1.8447  0.6976
H  -8.1479  1.4867  0.6370
H  -8.1353  0.4349  -0.7882
H  -7.5788  2.0755  -0.9238
H  -6.1744  -0.0858  0.8186
H  -5.4984  0.8704  -2.0440
H  -5.8887  -0.7000  -1.5715
H  -3.5028  -0.4291  -2.7985
H  -3.8658  -1.9126  -1.9123
H  -2.3269  -1.0985  -1.7064
H  -6.1570  2.2053  1.3275
H  -5.5486  2.5562  -0.0130
C  2.3915  4.9274  -0.5409
C  0.9572  4.9054  0.0054
C  0.3840  6.2576  0.2680
O  -0.9362  6.2282  0.7882
C  -1.3118  7.5690  1.0809
N  0.0997  4.1206  -0.7933
H  2.7683  3.9583  -0.8682
H  3.0965  5.3761  0.1589
H  2.4476  5.5251  -1.4507
H  0.9773  4.3802  0.9603
H  0.3129  6.9124  -0.6005
H  1.0781  6.8232  0.8896
H  -0.7978  7.8851  1.9886
H  -2.3740  7.5225  1.3210
H  -1.1492  8.3566  0.3451
H  0.5548  3.2234  -0.8831
H  0.3012  4.4935  -1.7101
C  -1.9432  3.0820  -5.8787
C  -2.5675  3.0900  -4.4563
C  -3.8900  2.3369  -4.1851
O  -4.8495  2.8093  -4.9926
C  -6.0836  2.1328  -4.8569
N  -1.5321  2.7820  -3.4869
H  -1.0072  3.6389  -5.9202
H  -2.5808  3.6120  -6.5862
H  -1.7829  2.0685  -6.2465
H  -2.8216  4.1455  -4.3595
H  -4.1662  2.5316  -3.1488
H  -3.6620  1.2717  -4.2210
H  -6.4656  1.8718  -3.8700
H  -6.1510  1.2970  -5.5533
H  -6.6991  2.8895  -5.3435
H  -1.9435  2.5822  -2.5864
H  -1.0806  1.8926  -3.6456
C  -3.5087  1.2313  5.6401
C  -3.0358  1.4075  4.2673
C  -1.5491  1.0132  4.1770
O  -1.0735  0.9088  2.8470
C  0.3255  0.9794  2.8528
N  -3.9361  0.6518  3.4619
H  -4.5610  1.5148  5.6621
H  -2.9793  1.8482  6.3662
H  -3.4958  0.2184  6.0425
H  -3.1282  2.4733  4.0582
H  -1.3258  0.0417  4.6180
H  -0.8952  1.5697  4.8485
H  0.7638  1.8288  3.3768
H  0.6450  1.1948  1.8332
H  0.8462  0.0973  3.2257
H  -4.8687  0.9979  3.6368
H  -3.9769  -0.2853  3.8365
C  3.0350  -2.3001  2.8216
C  3.5107  -3.5819  3.5560
O  2.4980  -4.2225  4.3069
C  2.7790  -5.1856  5.2394
O  3.8960  -5.6394  5.4898
O  1.6010  -5.5519  5.8097
C  1.6391  -6.5684  6.7999
H  3.7679  -1.7106  2.2708
H  2.7017  -1.5849  3.5736
H  2.1769  -2.5999  2.2200
H  4.1883  -3.2503  4.3428
H  4.0625  -4.3601  3.0287
H  0.5994  -6.7297  7.0850
H  2.2179  -6.3980  7.7076
H  1.9335  -7.5393  6.4013
C  3.2744  -8.5368  3.4625
C  2.3118  -7.9955  2.4254
O  2.7382  -6.8059  1.8052
C  1.8507  -6.2123  0.9541
O  0.7427  -6.6215  0.6531
O  2.3317  -5.0527  0.5307
C  1.4462  -4.0626  -0.0464
H  3.4302  -7.8643  4.3060
H  4.2317  -8.7078  2.9700
H  3.0396  -9.5499  3.7889
H  1.3089  -7.8434  2.8244
H  2.2089  -8.7712  1.6666
H  0.8232  -4.4104  -0.8705
H  2.1100  -3.2706  -0.3929
H  0.7990  -3.7149  0.7588
C  6.3234  -0.5756  -0.3858
C  5.0848  0.1855  -0.8659
O  5.3378  0.9414  -2.0783
C  5.7175  2.2017  -2.0009
O  5.7881  2.8665  -1.0093
O  5.7733  2.5845  -3.2187
C  6.1333  3.9091  -3.6136
H  7.0120  0.1667  0.0179
H  6.8462  -1.0190  -1.2333
H  6.0783  -1.3839  0.3031
H  4.7765  0.9398  -0.1419
H  4.1809  -0.4089  -0.9995
H  5.9856  4.1545  -4.6653
H  7.1451  4.1921  -3.3232
H  5.4496  4.5235  -3.0279
C  -0.4951  -2.7084  -4.4906
Cl  -1.0212  -4.4113  -4.7679
Cl  -1.9024  -1.7195  -4.8470
H  0.0080  -2.5319  -3.5399
H  0.2799  -2.5186  -5.2332
C  4.2974  -2.3530  -3.8720
Cl  5.8910  -2.2977  -4.4988
Cl  3.1159  -2.3714  -5.2199
H  4.2238  -3.2722  -3.2909
H  4.1639  -1.4410  -3.2901

Atoms 1-3, force components in eV/Å:
0.1 0.0 -0.6
0.8 -1.5 -2.1
-0.6 -2.2 -0.1

Output
Total charge: +1

***

Max |F| values, unit eV Å⁻¹, following the record order: 4.9; 4.3.
Highest occupied orbital energy values, unit eV, following the record order: -8.03; -11.01.
Frontier orbital gap values, unit eV, following the record order: 8.5; 6.3.